{
  "formula": "C2H3Cl2N",
  "method": "ωB97M-V with the def2-TZVPD basis set",
  "symbols": ["C", "C", "N", "Cl", "Cl", "H", "H", "H"],
  "xyz": [[0.0481, -0.3920, -0.4377], [-0.2511, 0.6618, 0.5443], [-0.4077, -0.9428, -1.3665], [1.8203, -1.2001, 0.8528], [-1.6882, 1.6976, 0.2511], [0.5831, 1.3980, 0.5749], [-0.1144, 0.3084, 1.5692], [0.0098, -1.5309, -1.9882]],
  "atomic_forces_ev_per_a": [[1.02, 0.38, 3.34], [1.29, 1.81, 0.67], [-1.26, 1.51, 0.08], [-1.11, 0.47, -1.35], [0.13, -0.77, 0.00], [-0.27, -0.64, -0.67], [-0.96, -0.46, -0.23], [1.15, -2.30, -1.83]],
  "spin_multiplicity": 1,
  "homo_lumo_gap_ev": 9.60,
  "fmax_ev_per_a": 3.52,
  "total_energy_ha": -1053.0870,
  "e_lumo_ev": -0.7,
  "homo_ev": -10.3,
  "charge": 0
}

{
  "formula": "C2H3Cl2N",
  "method": "ωB97M-V with the def2-TZVPD basis set",
  "symbols": ["N", "C", "C", "Cl", "H", "H", "Cl", "H"],
  "xyz": [[-0.4612, 1.7113, 0.0457], [-0.9565, 0.6115, -0.0768], [-1.4411, -0.5883, 0.0345], [-3.1498, -0.9067, -0.0409], [-0.1650, 2.2498, -0.7575], [-0.8238, -1.4607, 0.1506], [3.5837, -1.3307, -0.0358], [3.4137, -0.2862, 0.6803]],
  "atomic_forces_ev_per_a": [[0.00, 0.41, 0.34], [0.30, 0.22, 0.12], [-0.55, -0.65, -0.11], [0.10, 0.14, 0.00], [-0.02, -0.15, -0.31], [0.19, 0.02, -0.05], [-0.02, -0.03, -0.03], [-0.01, 0.04, 0.04]],
  "spin_multiplicity": 1,
  "smiles": "N=C=CCl.Cl",
  "homo_lumo_gap_ev": 9.57,
  "fmax_ev_per_a": 0.86,
  "total_energy_ha": -1053.0910,
  "e_lumo_ev": 0.6,
  "homo_ev": -9.0,
  "charge": 0
}

{
  "formula": "C2H3Cl2N",
  "method": "ωB97M-V with the def2-TZVPD basis set",
  "symbols": ["C", "C", "N", "Cl", "Cl", "H", "H", "H"],
  "xyz": [[0.9699, -0.6082, 0.6698], [-0.7422, 0.6382, -1.0710], [0.9958, -1.0083, 1.8168], [-2.4645, 0.7309, -0.6203], [0.0576, 2.0818, -1.1559], [-0.6485, -0.0893, -1.9191], [1.7065, -0.8258, -0.0328], [0.1253, -0.9193, 2.3125]],
  "atomic_forces_ev_per_a": [[-1.43, 0.19, -0.27], [-1.46, -2.33, -0.18], [-0.16, -0.27, 0.47], [0.99, -0.06, -0.03], [0.74, 1.23, -0.21], [0.25, 0.90, 0.96], [1.50, 0.11, -1.48], [-0.42, 0.23, 0.74]],
  "spin_multiplicity": 1,
  "homo_lumo_gap_ev": [8.60, 7.97],
  "fmax_ev_per_a": 2.76,
  "total_energy_ha": -1052.9894,
  "e_lumo_ev": [0.1, -0.3],
  "homo_ev": [-8.5, -8.3],
  "charge": 0
}

{
  "formula": "C2H3Cl2N2O",
  "method": "ωB97M-V with the def2-TZVPD basis set",
  "symbols": ["C", "C", "N", "N", "O", "Cl", "Cl", "H", "H", "H"],
  "xyz": [[-0.8620, -0.7323, -1.0866], [1.3749, 1.0976, 1.9154], [0.2470, -0.9760, -0.7297], [-1.9672, -0.5217, -1.6703], [1.2583, -1.4554, -0.3120], [2.6751, 2.1356, 2.1895], [1.6673, -0.5240, 1.8256], [0.4694, 1.4985, 1.4059], [-2.8164, -0.9236, -1.3560], [-2.0465, 0.4014, -2.1819]],
  "atomic_forces_ev_per_a": [[6.20, -1.61, 2.37], [1.44, -0.72, -1.20], [-6.21, 1.15, -1.67], [-1.87, 3.25, -2.59], [2.88, -1.02, 0.24], [-1.05, -0.40, -0.05], [-0.94, 1.73, 0.82], [0.41, -0.27, 1.07], [-0.70, -0.43, 0.36], [-0.17, -1.68, 0.66]],
  "spin_multiplicity": 1,
  "homo_lumo_gap_ev": [5.43, 6.14],
  "fmax_ev_per_a": 6.83,
  "total_energy_ha": -1182.6660,
  "e_lumo_ev": [-7.1, -6.7],
  "homo_ev": [-12.5, -12.8],
  "charge": 1
}

{
  "formula": "C2H3Cl2N2P",
  "method": "ωB97M-V with the def2-TZVPD basis set",
  "symbols": ["C", "C", "N", "N", "P", "Cl", "Cl", "H", "H", "H"],
  "xyz": [[-1.1637, 0.4273, 0.6977], [0.8367, 0.4470, -0.4278], [-1.2866, -0.9043, 0.7521], [0.7776, -0.9247, -0.6776], [-0.3366, -1.9362, 0.0635], [-2.3527, 1.2617, -0.2387], [2.0148, 0.8866, 0.8041], [-0.8675, 0.9755, 1.5847], [0.8889, 1.1008, -1.2871], [1.4891, -1.3339, -1.2708]],
  "atomic_forces_ev_per_a": [[2.70, 0.31, -1.45], [-2.50, 0.19, 1.46], [-0.15, -1.09, 0.14], [0.18, -0.29, -0.19], [-0.14, 0.54, 0.08], [-0.37, 0.29, -0.16], [0.27, 0.16, 0.11], [0.08, 0.00, -0.03], [0.03, 0.03, -0.02], [-0.10, -0.12, 0.05]],
  "spin_multiplicity": 1,
  "homo_lumo_gap_ev": 7.94,
  "fmax_ev_per_a": 3.08,
  "total_energy_ha": -1449.2001,
  "e_lumo_ev": -0.3,
  "homo_ev": -8.3,
  "charge": 0
}

{
  "formula": "C2H3Cl2O2P",
  "method": "ωB97M-V with the def2-TZVPD basis set",
  "symbols": ["C", "C", "Cl", "Cl", "O", "P", "O", "H", "H", "H"],
  "xyz": [[1.4796, -0.0745, -0.0053], [0.0607, -0.4567, -0.0849], [-0.2319, -1.8683, 0.9146], [-0.4717, -0.7621, -1.7096], [-0.7720, 0.5508, 0.4045], [-2.4000, 0.6485, 0.0363], [-2.9259, 1.8719, 0.6183], [1.4137, 0.8536, -0.7523], [2.0258, -0.9099, -0.4413], [1.8215, 0.1467, 1.0198]],
  "atomic_forces_ev_per_a": [[0.08, 2.12, -2.05], [-1.57, 0.26, 1.47], [-0.14, -1.21, 0.54], [0.26, -0.73, -1.72], [-0.35, 0.94, 0.34], [0.35, -0.48, 0.02], [0.13, 0.34, 0.23], [1.20, -1.68, 1.82], [0.37, 0.34, -0.03], [-0.33, 0.10, -0.62]],
  "spin_multiplicity": 1,
  "smiles": "CC(Cl)(Cl)OP=O",
  "homo_lumo_gap_ev": 10.20,
  "fmax_ev_per_a": 2.95,
  "total_energy_ha": -1490.2495,
  "e_lumo_ev": -0.4,
  "homo_ev": -10.6,
  "charge": 0
}

{
  "formula": "C2H3Cl3N2O",
  "method": "ωB97M-V with the def2-TZVPD basis set",
  "symbols": ["H", "N", "C", "N", "O", "C", "Cl", "Cl", "Cl", "H", "H"],
  "xyz": [[0.1484, -1.0073, -2.0699], [0.0094, -0.0609, -1.6800], [-0.0919, -0.0580, -0.4349], [0.2362, 1.0891, 0.4113], [0.3483, 2.4786, -0.2142], [-0.1353, -1.2221, 0.6318], [-0.2174, -2.7837, -0.0736], [-1.6323, -0.9087, 1.7637], [1.1296, -1.2476, 1.9404], [-0.5902, 1.4024, 0.8699], [0.7954, 2.3182, -1.1446]],
  "atomic_forces_ev_per_a": [[-0.59, 0.47, 0.20], [0.41, -0.79, -0.05], [1.83, 1.42, 2.23], [-0.64, 1.93, -2.13], [1.55, -2.61, -2.79], [-0.88, 0.41, 1.78], [-0.21, -0.36, -0.47], [0.37, -0.21, -1.45], [0.21, 0.14, -1.26], [-0.79, -0.68, 1.36], [-1.26, 0.29, 2.58]],
  "spin_multiplicity": 1,
  "smiles": "[H]/N=C(/NO)C(Cl)(Cl)Cl",
  "homo_lumo_gap_ev": 9.95,
  "fmax_ev_per_a": 4.12,
  "total_energy_ha": -1643.2228,
  "e_lumo_ev": -0.1,
  "homo_ev": -10.1,
  "charge": 0
}

{
  "formula": "C2H3Cl3O3P",
  "method": "ωB97M-V with the def2-TZVPD basis set",
  "symbols": ["C", "C", "O", "O", "O", "P", "Cl", "Cl", "Cl", "H", "H", "H"],
  "xyz": [[0.2621, -0.3994, -0.6323], [-1.8866, -0.2226, -0.0651], [1.6513, 1.8840, -0.8184], [0.7269, -1.5136, -0.1036], [1.8380, 0.4203, 1.2442], [0.7306, 1.2692, 0.1881], [-2.9203, -1.4190, -0.8279], [-2.2782, 1.3972, -0.5920], [-1.9946, -0.3596, 1.6836], [0.0456, -0.4650, -1.6955], [1.1321, -1.2286, 0.7493], [2.6930, 0.6370, 0.8696]],
  "atomic_forces_ev_per_a": [[-2.49, 0.47, 0.66], [2.63, -0.15, -0.58], [0.76, 0.61, -0.96], [0.15, -0.38, 0.21], [-0.59, -0.12, 0.40], [0.01, -0.32, 0.96], [-0.25, -0.25, -0.21], [-0.71, 0.31, -0.30], [-0.10, -0.09, 0.28], [-0.04, -0.05, -0.03], [0.19, -0.01, -0.18], [0.44, -0.02, -0.26]],
  "spin_multiplicity": 1,
  "homo_lumo_gap_ev": 6.88,
  "fmax_ev_per_a": 2.70,
  "total_energy_ha": -2025.6969,
  "e_lumo_ev": 3.2,
  "homo_ev": -3.6,
  "charge": -1
}

{
  "formula": "C2H3ClF2",
  "method": "ωB97M-V with the def2-TZVPD basis set",
  "symbols": ["C", "C", "F", "F", "Cl", "H", "H", "H"],
  "xyz": [[-1.2373, 0.8754, -0.9414], [1.2044, -0.6760, 0.7871], [2.1826, 0.1680, 1.2003], [0.1049, -0.6148, 1.5453], [-1.9527, 0.6115, -2.4500], [-1.6861, 0.2319, -0.0927], [-0.1785, 1.1138, -0.8456], [1.5627, -1.7098, 0.7970]],
  "atomic_forces_ev_per_a": [[-0.53, -1.69, 2.13], [0.72, -0.40, 1.07], [-1.14, -0.38, -0.30], [0.34, 0.62, -0.16], [0.16, 0.16, -0.17], [0.71, 1.38, -1.55], [-0.35, 0.18, -0.45], [0.09, 0.13, -0.57]],
  "spin_multiplicity": 1,
  "homo_lumo_gap_ev": [8.09, 9.77],
  "fmax_ev_per_a": 2.77,
  "total_energy_ha": -737.7735,
  "e_lumo_ev": [-0.5, -0.1],
  "homo_ev": [-8.6, -9.8],
  "charge": 0
}

{
  "formula": "C2H3ClF2O",
  "method": "ωB97M-V with the def2-TZVPD basis set",
  "symbols": ["C", "C", "O", "F", "F", "Cl", "H", "H", "H"],
  "xyz": [[1.5039, -0.3281, 0.3667], [-1.8079, 0.4105, -0.3641], [0.4986, -1.0444, 0.0108], [2.1155, 0.2528, -0.7916], [-1.4545, 1.4082, 0.3903], [-3.1755, -0.4694, 0.1421], [2.4618, -0.9876, 0.6129], [1.4433, 0.4169, 1.0872], [-1.5853, 0.3411, -1.4543]],
  "atomic_forces_ev_per_a": [[3.30, -2.35, -2.74], [0.11, -1.74, -1.07], [-1.15, -0.21, 0.68], [-0.20, 0.89, 0.01], [0.14, 0.60, -0.04], [0.32, 0.25, 0.04], [-1.90, 0.35, 0.41], [-0.70, 1.57, 1.50], [0.08, 0.65, 1.21]],
  "spin_multiplicity": 1,
  "homo_lumo_gap_ev": [11.07, 6.27],
  "fmax_ev_per_a": 4.89,
  "total_energy_ha": -813.0081,
  "e_lumo_ev": [-0.1, -2.2],
  "homo_ev": [-11.2, -8.5],
  "charge": 0
}